[1]
C25H41Cl3GaO2P2 as an isolated structure at a distorted geometry, computed with ωB97M-V/def2-TZVPD.

Calculated values
Charge = +1
Electronic energy = -5115.39480 Ha
Multiplicity = 1
Highest occupied orbital energy (spin up / spin down) = -8.69 / -8.60 eV
Max |F| = 3.35 eV/Å

Structure (XYZ):
```
74
Properties=species:S:1:pos:R:3:forces:R:3
Ga 2.82677 1.39172 -2.16343 1.3 2.1 2.3
C -1.94997 -1.08836 3.67150 1.5 1.5 1.3
C -1.57509 -2.18357 2.84451 3.1 -1.0 -0.7
C 0.34155 -1.27034 3.72940 -0.8 0.6 0.3
C -0.76071 -0.51777 4.20798 -1.2 -0.7 -0.7
C -0.15922 -2.27558 2.85273 -2.6 -0.3 -0.4
C -3.33900 -0.66518 3.92826 -0.4 0.2 0.2
H -3.79719 -0.25149 3.01651 0.1 -0.3 0.2
H -3.36867 0.12066 4.69191 -0.1 -0.2 -0.1
H -3.95958 -1.51290 4.26281 0.1 0.3 -0.1
C -0.68874 0.62216 5.14107 0.1 0.3 0.5
H -1.61158 1.20896 5.09744 0.2 0.0 0.1
H 0.15335 1.27860 4.89220 -0.1 0.1 0.1
H -0.55012 0.27881 6.17681 0.0 0.2 -0.1
C 1.75346 -1.09908 4.12827 0.3 0.2 0.1
H 2.04008 -1.86489 4.86784 0.0 0.1 -0.2
H 1.93824 -0.11763 4.58372 -0.1 -0.2 -0.1
H 2.41238 -1.20685 3.25791 0.0 0.0 0.2
C 0.64199 -3.25837 2.09821 0.3 -0.5 -0.2
H 0.50681 -4.27443 2.49612 0.1 0.1 -0.1
H 1.70894 -3.01526 2.15640 -0.1 -0.1 -0.1
H 0.35016 -3.28915 1.03862 0.1 -0.1 0.2
C -2.48595 -3.08210 2.11360 -0.3 -0.4 -0.2
H -2.20095 -4.13413 2.25457 -0.1 0.2 -0.1
H -2.46564 -2.87110 1.03473 -0.1 -0.1 0.2
H -3.51334 -2.95237 2.46528 0.0 -0.1 -0.1
C -2.01238 1.64487 1.15544 -0.5 0.3 0.3
C -3.31143 1.31512 1.12926 0.5 0.5 0.1
C -4.12036 0.67233 0.03978 -0.3 -0.1 -0.1
C -3.38487 0.19213 -1.22883 -0.6 0.0 -0.4
C -2.50656 -0.99138 -0.95236 0.7 -0.5 0.2
C -1.28719 -1.02625 -0.39543 -0.2 -0.2 -0.7
C -0.36981 0.11903 -0.11439 0.3 0.5 0.4
C -0.98950 1.52703 0.05682 0.6 0.0 -0.3
H -4.95157 1.33930 -0.24103 0.3 0.0 0.0
H -2.87457 1.01066 -1.75457 -0.1 -0.2 0.3
H -4.63085 -0.20453 0.47670 0.2 0.2 -0.1
H -1.36199 1.89938 -0.91080 0.0 -0.1 0.4
H -1.63251 2.12159 2.07335 -0.3 -0.3 -0.4
H -3.89452 1.58426 2.02285 0.3 -0.2 -0.4
H -0.15457 2.20252 0.31519 -0.2 -0.2 -0.1
H 0.25419 -0.09385 0.77186 -0.3 -0.1 -0.2
H -0.81141 -2.00234 -0.23491 -0.3 0.3 -0.1
H 0.35897 0.17566 -0.94641 -0.1 -0.1 0.1
H -4.15307 -0.16344 -1.93947 0.2 0.3 0.3
H -2.97170 -1.94548 -1.22570 0.2 0.2 0.3
P 1.00648 1.71346 -3.52901 -0.7 -1.3 -0.8
C 0.28983 3.34180 -3.78112 -0.1 0.6 0.3
C -0.38349 0.54496 -3.82956 -0.4 0.1 -0.1
P 3.35210 0.17727 -4.03808 -1.3 -1.8 -1.3
C 2.11168 1.22283 -4.94790 0.4 0.4 0.7
C 2.40756 -1.37546 -3.74308 -0.2 -0.4 -0.1
C 4.57111 -0.39977 -5.26042 0.7 0.3 0.2
H 0.96937 4.11885 -3.40629 -0.2 -0.2 -0.1
H -0.65650 3.38998 -3.21853 0.3 0.0 -0.2
H 0.09438 3.51111 -4.84813 0.0 -0.1 0.3
H -0.57467 0.51958 -4.91310 -0.1 0.0 0.3
H -1.29363 0.89167 -3.31822 0.3 -0.2 -0.1
H -0.15071 -0.46969 -3.47866 -0.1 0.4 -0.1
H 4.26908 -0.10778 -6.27260 0.0 0.1 0.3
H 4.67343 -1.49180 -5.22516 -0.1 0.4 0.2
H 5.52879 0.06308 -5.01048 0.1 -0.1 -0.3
H 2.58553 2.12235 -5.36850 -0.1 -0.4 0.0
H 1.57868 0.64353 -5.71380 0.2 0.2 0.2
H 3.13572 -2.19403 -3.66671 -0.2 0.2 0.1
H 1.72928 -1.59281 -4.57921 0.2 -0.1 0.2
H 1.83839 -1.35693 -2.80270 0.2 0.0 -0.3
Cl 2.14348 2.23598 2.44270 0.6 0.0 0.0
C 3.79363 2.01159 1.76181 -0.2 -0.1 -1.4
Cl 4.79280 3.45753 1.85372 -0.3 -0.1 0.3
Cl 4.63674 0.65012 2.50789 -0.3 0.2 -0.2
C 3.48877 1.73695 0.21454 -0.3 0.7 -0.3
O 2.96598 0.62102 -0.12385 0.4 0.9 -1.1
O 3.65394 2.66764 -0.64784 -0.2 -1.7 1.3
```
Positions in Å, forces in eV/Å.


[2]
C25H41CrF5P2 as an isolated structure at a distorted geometry, computed with ωB97M-V/def2-TZVPD.

Calculated values
Charge = +1
Electronic energy = -3203.30130 Ha
Multiplicity = 4
Highest occupied orbital energy (spin up / spin down) = -10.36 / -9.49 eV
<S²> = 3.86
Max |F| = 4.00 eV/Å

Structure (XYZ):
```
74
Properties=species:S:1:pos:R:3:forces:R:3
Cr 0.00000 0.00000 0.00000 -0.3 -1.9 1.3
C 1.90507 0.54757 1.15324 -0.8 0.2 0.1
C 0.89227 1.56784 1.28337 0.0 -0.4 0.4
C 0.05783 -0.38159 2.21129 0.7 0.3 -0.3
C 1.38406 -0.66580 1.66809 -0.9 0.7 0.3
C -0.23777 0.98718 1.98645 1.1 -0.2 -0.2
C 3.29612 0.76556 0.64793 0.1 0.0 0.0
H 3.33965 1.57323 -0.08755 0.0 -0.1 0.1
H 3.70595 -0.13949 0.19159 0.0 0.1 0.0
H 3.95212 1.04303 1.48337 -0.1 -0.1 -0.2
C 2.08106 -1.98518 1.76773 -0.1 -0.1 -0.1
H 2.95950 -2.02011 1.11803 -0.1 0.0 0.1
H 1.40227 -2.79101 1.47148 0.6 0.3 0.3
H 2.41290 -2.17079 2.79805 -0.1 0.0 -0.2
C -0.76843 -1.34475 3.00001 0.0 -0.1 0.0
H -0.39344 -1.38385 4.03206 -0.1 0.0 -0.2
H -0.72050 -2.34561 2.56699 0.0 0.3 0.4
H -1.81717 -1.03979 3.02970 0.1 -0.1 0.0
C -1.42500 1.73251 2.51263 -0.1 0.0 -0.1
H -1.21821 2.11376 3.52144 0.0 -0.1 -0.2
H -2.30498 1.08721 2.57265 0.1 0.1 0.0
H -1.67587 2.59287 1.88615 0.0 -0.1 0.1
C 1.09233 3.03352 1.04421 0.0 0.0 0.1
H 1.41346 3.52628 1.97175 -0.1 0.0 -0.2
H 0.17049 3.52052 0.71508 0.1 0.0 0.0
H 1.86009 3.21727 0.28939 -0.1 0.0 0.1
C 0.41715 -0.64956 -2.08413 1.0 1.2 -0.3
C 1.18895 0.48522 -1.79548 -0.6 -0.9 -1.3
C 0.88904 1.87403 -2.32170 -0.1 0.0 0.0
C -0.59233 2.24210 -2.13964 0.2 0.0 0.4
C -1.18536 1.58535 -0.89588 -0.7 -0.2 -0.3
C -1.93112 0.38287 -0.92759 0.6 0.8 -0.5
C -2.13686 -0.42117 -2.19175 0.2 0.0 -0.1
C -0.81829 -0.65750 -2.97038 -0.3 0.1 0.1
H 1.18842 1.94797 -3.37914 0.0 0.0 0.1
H -1.17254 1.94628 -3.01945 -0.1 0.0 -0.1
H 1.51092 2.59284 -1.77776 -0.1 -0.1 -0.1
H -0.70056 0.09243 -3.76103 0.1 0.0 0.1
H 0.90218 -1.61155 -1.96007 0.0 0.1 0.2
H 2.23357 0.30712 -1.55389 -0.2 0.0 0.2
H -0.87468 -1.62867 -3.47005 0.0 0.2 0.0
H -2.55510 -1.38825 -1.90654 -0.1 0.3 -0.2
H -2.69268 0.23889 -0.16341 0.2 -0.1 0.1
H -2.87358 0.07685 -2.84154 -0.1 0.1 0.0
H -0.69584 3.32959 -2.05624 0.0 -0.1 0.0
H -1.43032 2.28156 -0.09897 0.0 -0.1 -0.1
P -2.62968 2.31866 -5.70645 -1.1 0.0 -3.9
C -2.15426 0.98246 -6.90400 0.7 -0.4 0.9
C -2.11372 3.80191 -6.69038 0.6 0.3 1.0
P -5.42234 2.92203 -4.54433 -1.3 0.3 -0.4
C -4.46195 2.36970 -6.04295 0.2 -0.4 1.1
C -5.89773 4.62230 -5.11798 0.2 -0.1 0.1
C -7.01500 2.03544 -4.87878 0.2 0.0 0.0
H -2.53118 0.01896 -6.54644 0.1 0.1 0.0
H -1.06246 0.91759 -6.95882 -0.2 0.0 0.0
H -2.55060 1.17058 -7.90927 -0.1 0.3 0.3
H -2.48106 3.75668 -7.72302 0.0 -0.3 0.3
H -1.02127 3.86912 -6.70260 -0.2 0.1 0.0
H -2.50952 4.70303 -6.21282 0.1 -0.1 -0.1
H -7.40000 2.24917 -5.88353 0.1 0.0 0.2
H -7.76264 2.33726 -4.13837 0.1 0.0 -0.1
H -6.85106 0.95807 -4.78389 -0.1 0.1 0.0
H -4.78616 1.36551 -6.34932 0.2 0.1 0.4
H -4.67474 3.06526 -6.86655 0.5 0.0 0.2
H -6.61431 5.05510 -4.41190 0.1 -0.1 -0.1
H -6.34744 4.60859 -6.11820 0.0 0.0 0.2
H -5.01137 5.26456 -5.13400 -0.1 0.0 0.0
F -2.10020 -2.21578 0.50567 -0.1 -0.3 -0.1
C -0.83909 -2.32078 -0.05440 1.0 0.1 0.7
F -1.01631 -2.65974 -1.36465 -0.7 0.1 -1.5
C -0.35446 -3.79460 0.29410 -0.4 -1.6 0.3
F 0.84953 -4.05616 -0.34456 -1.5 0.3 1.1
F -0.25386 -4.16418 1.61977 0.3 0.6 -1.5
F -1.28019 -4.70040 -0.21413 1.3 1.0 0.6
```
Positions in Å, forces in eV/Å.


[3]
C25H41F5N5O2P2Sn as an isolated structure at a distorted geometry, computed with ωB97M-V/def2-TZVPD.

Calculated values
Charge = +3
ΔE to the lowest compared entry with this formula, charge and spin = 205.0 kJ/mol
Electronic energy = -2796.67735 Ha
Multiplicity = 1
Highest occupied orbital energy = -17.04 eV
Max |F| = 2.07 eV/Å

Structure (XYZ):
```
81
Properties=species:S:1:pos:R:3:forces:R:3
Sn -0.53966 -0.38540 0.10963 -0.3 -0.9 0.2
C 3.69944 0.13746 1.27159 0.0 0.1 -0.2
C 2.21954 0.14485 1.08618 -0.5 0.1 0.5
N 1.59612 0.06526 -0.04790 1.0 0.2 -0.2
O 2.23950 -0.00960 -1.25791 -0.2 -0.1 -0.2
C 1.33763 0.24725 2.28859 1.0 0.1 0.0
C 1.79098 0.30566 3.71130 0.0 0.1 -0.1
N 0.09508 0.28640 1.95802 -2.0 -0.3 0.1
O -0.95938 0.41334 2.67675 0.9 0.1 0.4
H 4.25771 -0.01878 0.35073 0.1 0.0 0.0
H 3.97936 -0.65951 1.96204 0.0 0.0 0.0
H 4.03373 1.08051 1.70825 0.0 0.0 0.0
H 3.20208 0.03942 -1.14339 0.0 0.0 0.1
H 2.86774 0.42414 3.79554 0.0 0.0 0.0
H 1.49601 -0.60865 4.23182 0.0 0.0 0.0
H 1.29732 1.12810 4.23100 0.0 0.0 0.0
F -2.52549 2.10319 -1.17147 -0.1 0.0 -0.2
C -3.27100 1.14536 -0.59314 0.1 -0.2 0.0
C -2.67578 0.02475 -0.03050 0.7 0.2 -0.4
C -3.52171 -0.92796 0.50738 0.1 0.0 -0.1
F -2.99574 -2.05083 1.00699 -0.1 0.0 0.1
C -4.89440 -0.78413 0.52092 -0.1 -0.1 0.1
F -5.65239 -1.72015 1.04975 0.0 0.0 0.0
C -5.45996 0.35043 -0.04237 -0.1 0.0 0.0
F -6.75744 0.50110 -0.05863 0.0 0.0 0.0
C -4.63921 1.31867 -0.60481 0.0 0.2 0.0
F -5.15563 2.40388 -1.15230 0.0 0.0 0.0
C 1.30993 5.63678 -0.52168 0.1 -0.1 0.2
N -0.09181 5.41072 -1.11197 0.0 0.0 0.0
C -1.13298 5.83606 -0.05873 -0.1 -0.1 0.2
N -0.90321 5.14656 1.15918 -0.2 0.1 0.2
C 0.43709 5.39835 1.67742 -0.1 -0.1 -0.2
N 1.43905 4.94457 0.71192 0.2 0.0 0.1
C 1.47445 3.49233 0.57831 -0.1 -0.1 -0.1
P -0.14280 2.79738 -0.05673 0.1 0.4 0.2
C -0.28398 3.97460 -1.50232 0.0 -0.2 0.0
C -1.25149 3.73277 1.12688 0.1 -0.1 -0.2
H 1.43078 6.70838 -0.36955 -0.1 0.0 -0.1
H 2.03778 5.28593 -1.25171 0.0 0.0 -0.1
H -0.20111 5.99922 -1.94094 0.0 0.0 0.0
H -2.12044 5.61378 -0.46018 0.0 0.0 -0.1
H -1.02952 6.91081 0.08496 0.1 0.0 -0.1
H 0.56759 4.86415 2.61624 0.0 0.0 0.0
H 0.56451 6.46512 1.85948 0.0 0.0 0.0
H 1.69444 3.05506 1.55429 0.0 0.0 0.0
H 2.27865 3.20426 -0.10347 0.0 0.0 0.0
H -1.26579 3.86951 -1.96018 0.0 0.1 0.0
H 0.47051 3.71445 -2.24485 0.0 0.1 0.0
H -1.14119 3.30422 2.12430 0.0 0.0 0.0
H -2.29339 3.61644 0.83064 0.0 0.0 0.0
C 2.85666 -3.04881 0.32129 0.0 -0.1 -0.2
C 1.74320 -3.41951 -0.66393 0.0 0.1 0.1
C 1.92701 -4.86221 -1.16155 0.0 0.1 -0.1
P 0.09930 -3.10284 0.09313 -0.5 0.8 -0.1
C -1.26196 -3.62584 -1.02055 0.1 -0.3 0.0
C -0.91552 -3.21182 -2.45651 0.0 0.0 0.1
C -1.64126 -5.11049 -0.90010 -0.1 0.1 -0.1
C 0.08274 -3.70619 1.83710 -0.2 0.0 -0.1
C 0.13205 -5.24051 1.92969 0.1 0.0 0.1
C -1.09631 -3.16661 2.64501 0.1 0.0 0.1
H 3.80753 -3.00752 -0.21078 0.0 0.0 0.0
H 2.95196 -3.79994 1.10590 0.0 0.0 0.0
H 2.68458 -2.08354 0.78513 0.0 -0.1 0.1
H 1.77667 -2.74175 -1.52160 0.0 0.0 0.0
H 1.90064 -5.58376 -0.34952 0.0 0.0 0.0
H 2.91472 -4.92714 -1.62030 0.0 0.0 0.0
H 1.19910 -5.15261 -1.91477 0.0 0.0 0.0
H -2.11798 -3.03652 -0.69412 0.0 0.0 0.0
H -0.18320 -3.87745 -2.91003 0.0 0.1 0.0
H -0.53037 -2.18655 -2.51662 0.0 0.0 -0.1
H -1.81916 -3.26061 -3.06259 0.0 0.0 0.0
H -0.78392 -5.77409 -0.99946 0.0 0.0 0.0
H -2.34140 -5.34374 -1.70304 0.0 0.0 0.0
H -2.15045 -5.31522 0.03815 0.0 0.0 0.0
H 1.01010 -3.29082 2.24260 0.0 0.0 0.0
H -0.81387 -5.68797 1.63988 0.0 0.0 0.0
H 0.30404 -5.49551 2.97631 0.0 0.0 0.0
H 0.93010 -5.69448 1.34968 0.0 0.0 0.0
H -2.03610 -3.60433 2.31548 0.0 0.0 0.0
H -1.18283 -2.07974 2.60105 0.0 0.0 0.1
H -0.96070 -3.44179 3.69154 0.0 0.0 0.0
```
Positions in Å, forces in eV/Å.